(1)
# H2OTl

A molecular structure, H2OTl (ωB97M-V/def2-TZVPD, the OMol25 dataset).

## Properties
E_tot in eV: -6724.305
Lowest unoccupied orbital energy in hartree: -0.95294
Energy above the lowest of the compared OMol25 structures with the same formula, charge and spin in eV: 0.702
Total charge: +3
Frontier orbital gap in eV: 7.333
E_HOMO in eV: -33.26

Structure (XYZ):
```
4
Properties=species:S:1:pos:R:3:forces:R:3
Tl 0.630 -1.066 -1.489 0.0 0.8 0.9
O -0.069 0.041 0.313 -0.1 -3.3 -1.5
H 0.381 0.601 0.945 2.5 1.6 1.3
H -0.942 0.424 0.231 -2.4 0.9 -0.7
```
Positions in Å, forces in eV/Å.

Mulliken charges, unit e, in atom order:
1. Tl 2.31
2. O -0.31
3. H 0.50
4. H 0.51

(2)
# C18H62O16

13 unconnected molecules or ions with the total composition C18H62O16 (ωB97M-V/def2-TZVPD, the OMol25 dataset).

## Properties
E_tot in eV: -52425.644
Lowest unoccupied orbital energy in hartree: 0.00845
Energy above the lowest of the compared OMol25 structures with the same formula, charge and spin in eV: 0.000
Frontier orbital gap in eV: 9.707
E_HOMO in eV: -9.48

Structure (XYZ):
```
96
Properties=species:S:1:pos:R:3:forces:R:3
C -0.383 3.789 20.752 -0.8 0.6 -0.8
O 0.638 4.551 21.327 0.2 -0.2 0.2
C 1.777 4.714 20.505 0.2 0.0 0.1
C 2.994 4.880 21.368 0.8 0.9 0.4
O 2.946 5.968 22.293 -0.1 0.1 0.6
C 2.707 7.235 21.719 -0.4 0.0 -0.4
H -0.177 2.717 20.672 0.1 0.0 0.4
H -0.619 4.118 19.727 0.3 0.1 0.0
H -1.298 4.023 21.301 0.1 -0.5 0.3
H 1.661 5.602 19.879 -0.1 -0.1 -0.2
H 1.944 3.852 19.852 -0.1 0.0 0.0
H 3.883 5.043 20.742 -0.1 -0.2 -0.3
H 3.188 4.013 21.994 -0.2 -0.2 -0.1
H 2.660 8.059 22.433 0.3 -0.5 0.6
H 1.706 7.246 21.278 0.2 0.1 -0.5
H 3.505 7.484 21.012 -0.2 0.0 -0.3
C -1.393 1.877 28.112 -0.1 -0.6 -0.3
O -0.570 2.476 27.135 -0.6 -0.4 -0.2
C -1.340 3.144 26.146 1.0 1.6 0.6
C -0.361 3.664 25.116 -0.1 -0.1 -0.8
O 0.388 4.772 25.556 -0.1 -0.3 0.7
C 1.351 5.169 24.613 0.7 -0.2 0.1
H -2.117 1.207 27.628 0.0 0.0 0.0
H -1.978 2.582 28.713 0.3 0.2 0.0
H -0.755 1.259 28.741 0.0 0.2 0.1
H -1.786 4.017 26.641 -0.3 0.0 -0.2
H -2.136 2.573 25.665 0.1 -0.5 0.1
H -0.876 3.965 24.192 -0.2 -0.2 0.0
H 0.314 2.836 24.860 0.0 0.0 -0.1
H 2.119 5.741 25.136 -0.4 0.5 0.0
H 0.898 5.697 23.776 0.1 0.1 -0.1
H 1.951 4.338 24.216 -0.5 -0.3 -0.1
C -1.933 7.551 23.849 -0.5 -0.5 1.1
O -2.655 7.535 22.647 0.2 -0.1 -0.1
C -1.797 7.265 21.556 0.2 0.0 -0.3
C -2.589 6.888 20.306 0.3 0.5 0.6
O -3.554 5.906 20.615 0.4 0.2 -0.2
C -4.000 5.248 19.465 -0.5 -0.3 -0.5
H -1.337 8.447 24.046 0.2 0.1 -0.5
H -1.325 6.648 23.971 0.3 0.1 -0.3
H -2.640 7.486 24.681 -0.2 0.2 -0.2
H -1.080 6.465 21.784 -0.2 -0.1 0.3
H -1.193 8.163 21.380 0.1 -0.1 -0.4
H -1.900 6.499 19.549 0.2 0.0 0.0
H -3.004 7.817 19.900 -0.6 -0.2 -0.1
H -3.195 4.821 18.851 0.2 -0.1 0.3
H -4.558 5.889 18.769 -0.1 0.2 0.3
H -4.667 4.447 19.780 0.0 0.0 0.0
O 0.451 9.930 22.149 0.0 0.0 0.1
H -0.280 10.545 22.272 0.1 0.0 0.0
H 0.552 9.492 23.008 0.1 0.0 0.0
O 2.228 1.515 18.087 0.3 -0.2 0.6
H 2.263 0.666 17.638 -0.1 0.1 -0.1
H 2.804 1.398 18.888 -0.3 0.3 -0.7
O 1.253 4.028 17.287 -0.2 -0.6 0.1
H 1.467 3.082 17.433 0.2 0.4 0.1
H 0.319 4.037 17.051 0.1 0.1 -0.1
O 4.170 1.314 19.997 0.2 -0.1 0.4
H 4.339 1.599 20.913 -0.1 0.1 0.0
H 4.877 0.687 19.804 -0.1 0.1 -0.1
C 3.504 0.789 23.427 0.4 0.2 1.1
O 4.353 1.829 22.934 -0.2 -0.2 -0.6
H 3.558 -0.067 22.760 -0.1 0.1 -0.1
H 3.890 0.486 24.408 -0.1 -0.3 -0.2
H 2.479 1.130 23.607 0.0 0.0 -0.4
H 4.535 2.448 23.646 0.0 0.1 0.0
C 6.120 8.762 22.785 -0.5 0.6 -0.3
O 6.673 8.695 21.486 0.5 -0.3 0.0
H 5.433 9.616 22.800 -0.2 -0.2 0.4
H 5.579 7.846 23.045 0.0 0.0 0.0
H 6.881 8.961 23.541 0.2 -0.2 -0.2
H 6.086 9.150 20.872 -0.2 0.1 0.0
C 2.738 7.268 17.757 0.4 -0.6 -0.3
O 2.562 6.401 16.640 0.2 0.2 0.5
H 1.787 7.354 18.291 0.2 0.3 0.3
H 3.542 6.881 18.399 -0.3 0.0 0.3
H 3.114 8.240 17.440 -0.4 0.1 -0.3
H 2.320 5.544 17.038 -0.1 0.1 -0.6
C 2.573 8.902 25.347 -0.1 -0.2 -0.1
O 1.213 8.725 24.955 -0.1 0.2 -0.1
H 2.665 9.007 26.427 0.1 0.1 0.0
H 3.181 8.056 25.017 0.0 0.0 0.0
H 2.935 9.799 24.848 0.0 0.0 0.1
H 0.732 8.258 25.643 0.1 -0.1 0.0
C 0.639 -0.646 19.988 0.2 -0.3 0.1
O 1.222 -0.736 21.285 -0.1 0.1 -0.1
H -0.047 -1.482 19.859 -0.2 0.1 0.2
H 0.118 0.302 19.867 -0.1 0.0 -0.2
H 1.401 -0.771 19.216 0.0 0.2 -0.1
H 1.703 0.085 21.429 0.0 -0.1 0.0
C 4.958 10.654 18.496 0.1 -0.5 0.4
O 4.723 10.218 19.843 0.0 0.1 0.0
H 4.947 11.740 18.409 -0.1 0.0 0.0
H 5.946 10.277 18.236 0.0 0.1 -0.1
H 4.226 10.193 17.836 0.0 0.2 -0.2
H 3.775 10.167 19.995 0.0 0.1 0.0
```
Positions in Å, forces in eV/Å.

Mulliken charges, unit e, in atom order:
1. C -0.83
2. O 0.34
3. C 0.77
4. C -0.78
5. O -0.24
6. C -0.27
7. H 0.06
8. H 0.18
9. H 0.31
10. H -0.01
11. H -0.31
12. H 0.47
13. H -0.06
14. H 0.08
15. H 0.09
16. H 0.24
17. C -0.77
18. O -0.30
19. C -0.87
20. C 0.46
21. O -0.46
22. C -0.01
23. H 0.32
24. H 0.29
25. H 0.24
26. H 0.33
27. H 0.45
28. H 0.09
29. H -0.06
30. H 0.16
31. H 0.02
32. H 0.05
33. C -0.38
34. O -0.44
35. C 0.71
36. C -0.70
37. O -0.30
38. C -0.72
39. H 0.12
40. H 0.10
41. H 0.39
42. H -0.58
43. H 0.34
44. H 0.28
45. H 0.44
46. H 0.23
47. H 0.31
48. H 0.27
49. O -0.60
50. H 0.30
51. H 0.23
52. O -0.67
53. H 0.29
54. H 0.35
55. O -0.60
56. H 0.35
57. H 0.26
58. O -0.60
59. H 0.28
60. H 0.25
61. C -0.57
62. O -0.55
63. H 0.32
64. H 0.36
65. H 0.14
66. H 0.28
67. C -0.42
68. O -0.55
69. H 0.18
70. H 0.11
71. H 0.34
72. H 0.38
73. C -0.01
74. O -0.61
75. H 0.12
76. H 0.16
77. H 0.02
78. H 0.37
79. C -0.67
80. O -0.36
81. H 0.39
82. H 0.20
83. H 0.24
84. H 0.26
85. C -0.36
86. O -0.50
87. H 0.32
88. H 0.15
89. H 0.13
90. H 0.25
91. C -0.52
92. O -0.47
93. H 0.28
94. H 0.25
95. H 0.18
96. H 0.26

(3)
# C3H8O

C3H8O in the gas phase (ωB97M-V/def2-TZVPD, the OMol25 dataset).

## Properties
E_tot in eV: -5287.037
SMILES: CCCO
Lowest unoccupied orbital energy in hartree: 0.03311
Energy above the lowest of the compared OMol25 structures with the same formula, charge and spin in eV: 1.113
Frontier orbital gap in eV: 11.018
E_HOMO in eV: -10.12

Structure (XYZ):
```
12
Properties=species:S:1:pos:R:3:forces:R:3
C 1.110 0.960 0.244 -0.5 -1.7 0.8
C -0.417 0.555 0.256 0.2 3.0 1.3
C -0.802 -0.822 -0.040 0.4 -2.9 -0.6
O 0.185 -1.610 -0.772 -1.1 -0.4 -2.4
H 1.705 0.703 1.183 -1.0 0.1 -1.2
H 1.222 2.015 0.060 -0.1 0.4 0.0
H 1.493 0.388 -0.603 0.5 0.2 0.1
H -0.873 0.719 1.295 0.6 0.4 -1.5
H -0.902 1.225 -0.433 -0.2 0.6 -0.3
H -0.755 -1.182 0.958 -0.3 -1.7 0.7
H -1.823 -1.042 -0.445 0.8 0.8 0.3
H -0.144 -1.910 -1.703 0.7 1.1 2.7
```
Positions in Å, forces in eV/Å.

Mulliken charges, unit e, in atom order:
1. C -0.96
2. C -0.34
3. C -0.34
4. O -0.57
5. H 0.26
6. H 0.31
7. H 0.28
8. H 0.25
9. H 0.29
10. H 0.18
11. H 0.34
12. H 0.31

(4)
# C20H18ClIN2O7Ti

A molecular structure, C20H18ClIN2O7Ti (ωB97M-V/def2-TZVPD, the OMol25 dataset).

## Properties
E_tot in eV: -82088.491
Spin multiplicity: 3
Lowest unoccupied orbital energy (alpha / beta) in hartree: 0.15684 / 0.15673
Energy above the lowest of the compared OMol25 structures with the same formula, charge and spin in eV: 0.335
Total charge: -2
Expectation value of S²: 2.021
Frontier orbital gap (alpha / beta) in eV: 3.699 / 5.785
E_HOMO (alpha / beta) in eV: 0.57 / -1.52

Structure (XYZ):
```
50
Properties=species:S:1:pos:R:3:forces:R:3
Ti -0.346 -0.384 -0.555 -0.5 -0.9 -0.4
O 1.754 -3.925 -0.034 -0.1 0.1 -0.1
C 1.487 -2.781 0.337 0.3 -0.2 0.4
O 1.077 -1.827 -0.400 0.0 0.1 0.0
C 1.864 -2.454 1.803 -0.1 0.2 -0.3
C 3.106 -1.541 1.784 0.0 0.0 0.2
C 3.740 -1.477 3.197 0.0 0.0 -0.1
C 2.810 -0.455 3.902 0.0 0.0 -0.1
C 1.728 -0.280 2.821 0.1 -0.1 0.1
O 2.536 -0.242 1.641 0.1 -0.1 0.0
C 0.937 -1.615 2.728 -0.1 0.1 -0.1
C -0.582 -1.417 2.459 0.2 0.0 0.3
O -1.309 -1.658 3.431 -0.1 0.0 -0.1
O -0.965 -0.963 1.340 0.2 0.0 0.0
H 2.089 -3.411 2.270 0.0 0.0 0.0
H 3.801 -1.737 0.970 0.0 0.0 0.0
H 4.770 -1.120 3.149 0.0 0.0 0.0
H 3.739 -2.456 3.679 0.0 0.0 0.0
H 3.328 0.491 4.075 0.0 0.0 0.0
H 2.405 -0.812 4.850 0.0 0.0 0.0
H 1.120 0.619 2.878 0.0 0.0 0.0
H 0.947 -2.086 3.709 0.0 0.0 0.1
Cl -6.046 1.419 -4.207 -0.1 0.1 0.0
C -4.741 0.554 -3.402 0.1 -0.1 0.0
C -4.618 -0.802 -3.646 0.0 0.2 0.0
C -3.598 -1.510 -3.028 0.3 -0.2 0.1
I -3.380 -3.564 -3.377 0.0 0.1 0.0
C -2.677 -0.903 -2.158 -0.4 0.0 -0.1
O -1.714 -1.519 -1.535 0.2 0.4 -0.1
C -2.846 0.490 -1.935 0.0 0.2 0.1
N -1.917 1.026 -1.067 0.0 0.1 -0.1
C -2.007 2.363 -0.818 0.0 0.0 0.1
C -2.967 3.172 -1.372 -0.1 -0.1 -0.1
C -3.933 2.646 -2.252 0.1 0.1 0.1
C -3.871 1.258 -2.544 0.0 -0.2 -0.1
H -5.309 -1.297 -4.313 0.0 0.0 0.0
H -1.280 2.765 -0.123 0.0 0.0 0.0
H -2.978 4.226 -1.117 0.0 0.0 0.0
H -4.698 3.267 -2.695 0.0 0.0 0.0
N 1.997 2.964 0.354 -0.1 0.1 -0.1
C 1.495 1.798 -0.133 0.2 -0.1 0.0
O 0.579 1.241 0.470 -0.1 0.4 0.1
C 2.104 1.191 -1.362 -0.1 0.0 0.2
C 1.005 0.469 -2.137 0.0 -0.1 0.0
H 1.425 3.433 1.039 0.1 0.0 0.0
H 2.533 3.534 -0.276 0.0 0.0 0.0
H 2.809 0.454 -0.957 0.0 0.0 0.0
H 2.696 1.953 -1.896 0.0 0.0 0.0
H 1.450 -0.282 -2.794 0.0 0.0 0.0
H 0.446 1.183 -2.755 0.0 0.0 0.0
```
Positions in Å, forces in eV/Å.

Mulliken charges, unit e, in atom order:
1. Ti 0.11
2. O -0.80
3. C -0.09
4. O -0.35
5. C -0.16
6. C -0.07
7. C -1.02
8. C -1.02
9. C -0.17
10. O -0.45
11. C 0.39
12. C -0.35
13. O -0.82
14. O -0.16
15. H 0.48
16. H 0.62
17. H 0.33
18. H 0.37
19. H 0.33
20. H 0.43
21. H 0.64
22. H 0.60
23. Cl -0.35
24. C 0.94
25. C -0.88
26. C -0.29
27. I -0.07
28. C 0.74
29. O -0.56
30. C 0.62
31. N 0.14
32. C -0.53
33. C -0.83
34. C -1.04
35. C -0.33
36. H 0.36
37. H 0.45
38. H 0.35
39. H 0.36
40. N -0.47
41. C 0.79
42. O -0.39
43. C -0.49
44. C -1.21
45. H 0.27
46. H 0.23
47. H 0.08
48. H 0.52
49. H 0.50
50. H 0.27

(5)
# C16H19NO3

C16H19NO3 in the gas phase (ωB97M-V/def2-TZVPD, the OMol25 dataset).

## Properties
E_tot in eV: -24519.344
SMILES: CCOc1ccc(NC(=O)CCc2ccc(C)o2)cc1
Lowest unoccupied orbital energy in hartree: 0.01435
Energy above the lowest of the compared OMol25 structures with the same formula, charge and spin in eV: 14.978
Frontier orbital gap in eV: 8.172
E_HOMO in eV: -7.78

Structure (XYZ):
```
39
Properties=species:S:1:pos:R:3:forces:R:3
C 6.865 1.292 0.037 -4.7 6.9 -13.8
C 5.744 0.492 -0.488 -3.3 1.2 -1.4
O 4.729 0.821 0.438 -4.9 -2.6 0.9
C 3.423 0.081 0.277 0.0 -0.2 -1.5
C 3.062 -0.910 -0.901 -6.1 4.6 10.7
C 1.723 -1.393 -0.752 2.7 1.3 1.9
C 0.740 -1.182 0.347 3.7 -0.1 -6.5
N -0.528 -1.573 -0.042 1.6 -3.3 -3.0
C -1.475 -1.786 0.781 -3.5 6.9 7.9
O -1.496 -0.934 1.991 -0.1 -5.5 -6.1
C -2.717 -2.368 0.216 0.5 -5.6 9.3
C -3.285 -1.720 -0.843 2.5 6.3 -6.5
C -3.382 -0.108 -0.739 -9.0 -9.6 3.8
C -2.725 0.924 -0.748 5.6 3.6 -2.6
C -3.479 1.983 -0.473 -3.8 8.9 4.9
C -4.735 1.590 0.228 8.0 -1.5 -5.5
C -5.858 2.207 0.866 0.5 3.3 -5.2
O -4.661 0.269 -0.049 -0.6 -2.1 0.2
C 1.138 -0.181 1.110 -3.9 2.7 6.7
C 2.358 0.395 1.192 5.6 0.4 -0.5
H 7.161 0.970 0.765 6.0 -6.5 14.4
H 6.571 2.370 0.269 0.3 -1.4 -0.9
H 7.606 1.186 -0.740 0.8 0.7 -0.1
H 5.796 -0.637 -0.529 0.6 1.3 -0.4
H 5.303 1.035 -1.443 1.4 -1.8 0.9
H 3.721 -1.083 -1.555 4.5 -1.7 -5.4
H 1.566 -1.922 -1.608 -1.6 -2.0 -2.0
H -0.564 -2.246 -0.906 0.4 1.9 2.0
H -3.546 -2.371 1.242 2.5 0.1 -3.1
H -2.405 -3.551 0.180 -1.3 2.5 -0.7
H -4.152 -2.183 -1.141 -2.2 -0.5 -1.0
H -2.529 -1.658 -1.800 -1.7 -0.9 1.8
H -1.792 0.859 -1.180 2.2 0.7 -0.7
H -3.080 3.173 -0.404 -1.1 -3.6 -0.3
H -5.636 3.401 0.484 -0.8 -2.9 2.8
H -6.613 1.969 0.110 -0.8 -0.1 0.7
H -5.936 1.603 1.704 -1.0 0.4 2.7
H 0.372 0.201 2.017 1.9 -1.2 -2.8
H 2.716 0.984 2.088 -1.0 -0.4 -1.3
```
Positions in Å, forces in eV/Å.

Mulliken charges, unit e, in atom order:
1. C -1.86
2. C 0.05
3. O -0.32
4. C 0.47
5. C -1.20
6. C -0.40
7. C 0.11
8. N 0.17
9. C 0.28
10. O -0.69
11. C -0.54
12. C -0.80
13. C 0.14
14. C 0.03
15. C -0.73
16. C 0.64
17. C -1.16
18. O -0.40
19. C 0.22
20. C -0.64
21. H 0.72
22. H 0.28
23. H 0.41
24. H 0.33
25. H 0.26
26. H 0.71
27. H 0.31
28. H 0.32
29. H 0.24
30. H 0.30
31. H 0.46
32. H 0.23
33. H 0.57
34. H 0.13
35. H 0.24
36. H 0.31
37. H 0.40
38. H 0.13
39. H 0.28

(6)
# C23H23PSbSc

A molecular structure, C23H23PSbSc (ωB97M-V/def2-TZVPD, the OMol25 dataset).

## Properties
E_tot in eV: -60743.321
Lowest unoccupied orbital energy (alpha / beta) in hartree: -0.01180 / -0.01202
Energy above the lowest of the compared OMol25 structures with the same formula, charge and spin in eV: 1.652
Frontier orbital gap (alpha / beta) in eV: 5.544 / 5.682
E_HOMO (alpha / beta) in eV: -5.87 / -6.01

Structure (XYZ):
```
49
Properties=species:S:1:pos:R:3:forces:R:3
C -0.150 -0.673 -3.875 0.7 1.0 -1.8
C -0.954 0.491 -4.143 0.7 -0.9 1.9
C -0.155 1.677 -4.120 0.5 -1.7 -0.4
C 1.169 1.256 -4.259 0.0 -1.4 1.7
C 1.270 -0.207 -3.964 -1.3 0.8 -0.9
Sc 1.698 -1.833 -1.622 0.0 1.6 -0.9
P 0.098 -3.799 -1.903 -0.3 -2.4 0.7
H -0.437 -1.756 -4.027 0.2 1.4 0.2
H -2.020 0.519 -4.242 -0.5 -0.2 0.3
H -0.476 2.687 -3.872 -0.1 -0.2 -0.8
H 2.015 -0.831 -4.493 -0.2 0.2 0.5
H 1.971 1.954 -4.437 0.4 -0.1 0.2
H 1.038 -4.809 -2.393 -0.3 0.6 0.3
H -0.999 -4.444 -2.539 0.1 0.6 -0.1
H -0.098 -4.510 -0.659 0.0 0.3 -0.6
C -0.774 4.559 3.316 0.1 -0.4 -0.4
C 0.265 4.571 2.372 -0.3 -0.4 -0.1
C 0.397 3.511 1.451 0.0 0.5 0.3
C -0.495 2.435 1.466 0.1 -1.1 -0.4
C -1.527 2.423 2.407 -0.1 0.5 0.4
C -1.671 3.483 3.330 0.3 -0.1 -0.5
Sb -0.267 0.785 -0.159 -0.3 1.1 0.2
C 1.591 -0.051 0.495 0.3 0.2 -0.6
C 2.662 -0.323 -0.445 0.2 0.2 0.4
C 3.872 -0.900 0.046 -0.5 0.5 -0.3
C 4.044 -1.065 1.422 0.2 -0.6 -0.4
C 3.026 -0.755 2.321 -0.2 0.3 0.3
C 1.812 -0.225 1.866 0.6 -0.8 -0.1
C -1.576 -0.782 0.589 -0.1 0.9 -0.3
C -1.220 -1.915 1.308 -0.2 -0.5 0.3
C -2.209 -2.828 1.710 -0.2 0.4 -0.2
C -3.556 -2.583 1.402 0.3 0.1 0.0
C -3.909 -1.449 0.661 0.3 0.1 -0.1
C -2.916 -0.561 0.229 -0.1 -0.4 0.5
H -0.886 5.384 4.024 0.0 -0.3 -0.2
H 0.962 5.411 2.348 -0.2 -0.3 0.0
H 1.208 3.556 0.721 -0.2 -0.1 0.2
H -2.246 1.600 2.442 0.2 0.2 0.0
H -2.489 3.474 4.051 0.2 -0.1 -0.2
H 2.655 0.049 -1.548 -0.1 0.0 1.4
H 4.664 -1.096 -0.678 0.0 0.1 0.4
H 4.994 -1.468 1.790 -0.4 0.1 -0.1
H 3.179 -0.918 3.394 0.0 0.2 -0.5
H 1.025 -0.004 2.591 0.2 0.1 -0.3
H -0.173 -2.116 1.566 -0.4 0.1 -0.1
H -1.933 -3.717 2.275 -0.1 0.2 -0.1
H -4.332 -3.276 1.738 0.3 0.2 -0.1
H -4.953 -1.243 0.416 0.3 -0.2 0.1
H -3.195 0.312 -0.369 0.1 -0.3 0.2
```
Positions in Å, forces in eV/Å.

Mulliken charges, unit e, in atom order:
1. C 0.10
2. C -0.84
3. C -0.39
4. C -0.87
5. C -0.45
6. Sc 0.24
7. P -0.14
8. H 0.27
9. H 0.45
10. H 0.43
11. H 0.34
12. H 0.41
13. H 0.08
14. H 0.16
15. H 0.09
16. C -0.40
17. C -0.48
18. C -0.44
19. C -0.10
20. C -0.05
21. C -0.52
22. Sb 0.95
23. C -0.10
24. C -0.39
25. C -0.21
26. C -0.55
27. C -0.59
28. C -0.40
29. C 0.45
30. C -0.19
31. C -0.62
32. C -0.44
33. C -0.55
34. C -0.79
35. H 0.35
36. H 0.35
37. H 0.33
38. H 0.33
39. H 0.36
40. H 0.27
41. H 0.49
42. H 0.36
43. H 0.37
44. H 0.47
45. H 0.34
46. H 0.39
47. H 0.37
48. H 0.38
49. H 0.36